Here is a molecular structure, C10H18HfNO5 from OMol25. Energies are from the ωB97M-V functional and the def2-TZVPD basis.

```
35
Properties=species:S:1:pos:R:3
Hf -0.193 0.038 -0.479
C 2.281 -2.013 0.089
O 1.072 -1.685 -0.741
C 0.333 -2.858 -1.278
C -0.915 -3.037 -0.453
O -1.504 -1.686 -0.400
C -2.803 -1.560 0.286
C -3.190 -0.119 0.080
O -2.016 0.727 0.432
C -2.119 1.440 1.751
H 2.637 -2.995 -0.207
H 2.006 -2.002 1.141
H 3.032 -1.265 -0.146
H 0.972 -3.738 -1.239
H 0.113 -2.635 -2.323
H -0.711 -3.362 0.568
H -1.617 -3.720 -0.929
H -2.663 -1.822 1.336
H -3.524 -2.236 -0.173
H -4.038 0.165 0.699
H -3.430 0.102 -0.961
H -3.170 1.612 1.960
H -1.610 2.391 1.631
H -1.666 0.826 2.526
O 2.396 1.856 2.181
C 2.220 2.165 1.067
C 2.729 3.281 0.182
C 2.074 3.103 -1.196
C 1.178 1.940 -1.006
O 0.372 1.377 -1.881
N 1.198 1.394 0.221
H 3.819 3.230 0.153
H 2.480 4.234 0.653
H 2.775 2.890 -2.009
H 1.483 3.961 -1.533
```

Highest occupied orbital energy (eV): -20.8438
Total charge: +3

Let us look at the Löwdin charges, expressed in e, one per atom: 2.056, 0.066, -0.342, -0.072, -0.060, -0.300, -0.062, -0.071, -0.343, 0.066, 0.120, 0.115, 0.112, 0.161, 0.158, 0.161, 0.170, 0.161, 0.170, 0.161, 0.158, 0.120, 0.112, 0.116, 0.227, -0.345, -0.017, -0.012, -0.398, -0.062, 0.016, 0.160, 0.161, 0.170, 0.170

=====

Here is a molecular structure, C16H16Cl5N3O4Rh from OMol25. Energies are from the ωB97M-V functional and the def2-TZVPD basis.

```
45
Properties=species:S:1:pos:R:3
Rh 0.951 1.204 0.988
Cl 0.457 3.557 0.704
C 1.549 3.204 -0.656
C 1.936 1.888 -0.593
C 2.842 1.446 -1.540
Cl 3.447 -0.164 -1.487
C 3.292 2.335 -2.527
Cl 4.402 1.795 -3.711
C 2.849 3.664 -2.555
Cl 3.401 4.739 -3.764
C 1.957 4.131 -1.585
Cl 1.394 5.741 -1.530
C -1.460 0.765 4.717
C -1.164 1.088 3.287
N -2.098 1.703 2.570
O -0.048 0.771 2.821
H -2.486 0.990 4.998
H -0.778 1.336 5.348
H -1.253 -0.291 4.885
H -2.986 1.924 2.988
H -1.989 1.892 1.578
C -1.271 -2.820 1.722
C -0.423 -3.231 0.525
C -0.341 -2.145 -0.564
C 0.580 -2.595 -1.730
C 0.569 -1.656 -2.929
C -1.735 -1.893 -1.140
O -2.396 -2.779 -1.603
N -2.221 -0.581 -1.143
C -1.638 0.525 -0.574
O -2.170 1.606 -0.490
N -0.347 0.298 -0.127
C 0.215 -0.896 0.017
O 1.272 -0.803 0.709
H -1.312 -3.626 2.453
H -2.299 -2.599 1.426
H -0.854 -1.944 2.228
H -0.837 -4.119 0.049
H 0.596 -3.465 0.837
H 0.235 -3.587 -2.023
H 1.588 -2.702 -1.324
H -0.405 -1.646 -3.419
H 1.302 -1.980 -3.666
H 0.826 -0.630 -2.651
H -3.151 -0.451 -1.522
```

Highest occupied orbital energy (eV): -12.1632
Total charge: +1

Let us look at the Löwdin charges, expressed in e, one per atom: 1.097, 0.790, -0.617, -0.304, -0.670, 0.760, -0.687, 0.735, -0.688, 0.742, -0.704, 0.754, 0.028, -0.528, 0.224, -0.106, 0.089, 0.105, 0.100, 0.130, 0.068, -0.056, -0.149, -0.300, -0.146, -0.073, -0.394, 0.159, 0.238, -0.488, 0.089, 0.071, -0.411, -0.027, 0.088, 0.087, 0.066, 0.131, 0.132, 0.134, 0.118, 0.087, 0.089, 0.054, 0.181

=====

Here is a molecular structure, C23H30N3O11PTeV in a non-equilibrium geometry from OMol25. Energies are from the ωB97M-V functional and the def2-TZVPD basis.

```
70
Properties=species:S:1:pos:R:3
V -0.120 -0.189 0.105
O -1.888 3.196 -1.355
C -1.557 2.019 -1.422
O -0.731 1.458 -0.686
C -2.232 1.017 -2.461
C -2.919 1.466 -3.531
C -3.429 0.615 -4.538
C -3.301 -0.736 -4.408
C -2.563 -1.263 -3.371
C -2.007 -0.466 -2.316
O -1.268 -0.998 -1.440
N -2.277 -2.736 -3.344
O -3.168 -3.426 -3.855
O -1.177 -3.201 -3.060
N -4.099 1.170 -5.753
O -4.678 0.371 -6.467
O -4.031 2.402 -5.928
H -3.009 2.519 -3.533
H -3.775 -1.370 -5.164
C 0.986 0.134 -3.437
C 2.288 0.158 -2.765
C 3.393 0.583 -3.537
C 4.674 0.628 -2.942
C 4.750 0.461 -1.614
C 3.669 0.042 -0.866
C 3.870 -0.243 0.641
C 2.400 -0.159 -1.402
N 1.346 -0.557 -0.598
H 1.062 0.178 -4.509
H 0.415 0.944 -3.049
H 0.458 -0.724 -3.194
H 3.328 0.817 -4.598
H 5.527 0.852 -3.563
H 5.755 0.485 -1.149
H 4.945 -0.348 0.864
H 3.300 -1.099 0.962
H 3.501 0.606 1.241
C -0.888 4.535 4.652
C 0.375 4.069 3.963
O -0.029 2.996 3.061
P 1.226 2.056 2.576
O 0.703 0.915 1.697
Te 2.909 3.544 1.746
O 1.637 1.279 3.910
C 0.704 0.167 4.251
C 0.846 0.091 5.766
H -0.827 5.594 4.915
H -1.192 3.900 5.517
H -1.730 4.411 3.978
H 1.132 3.737 4.651
H 0.737 4.909 3.360
H 0.894 -0.713 3.674
H -0.316 0.443 4.036
H 1.900 0.082 5.932
H 0.370 -0.832 6.181
H 0.468 0.989 6.283
C -0.282 -3.699 0.044
C -1.064 -2.945 1.111
C -0.708 -3.551 2.500
C -2.567 -3.070 0.830
O -0.719 -1.546 1.222
H -0.594 -4.717 0.135
H 0.792 -3.639 0.159
H -0.483 -3.401 -1.003
H -0.827 -4.630 2.597
H -1.433 -3.091 3.232
H 0.258 -3.314 2.826
H -2.982 -4.108 0.836
H -2.707 -2.628 -0.187
H -3.044 -2.438 1.588
```

2S+1: 2
Highest occupied orbital energy (alpha / beta) (eV): -2.3274 / -2.3393
Total charge: -2

Let us look at the Löwdin charges, expressed in e, one per atom: 0.987, 0.046, -0.593, -0.086, -0.007, 0.028, -0.143, 0.034, -0.058, -0.263, -0.107, -0.308, 0.016, 0.060, -0.350, 0.029, 0.027, 0.111, 0.130, -0.032, -0.201, -0.047, -0.134, -0.109, -0.202, -0.054, -0.250, -0.027, 0.082, 0.078, 0.049, 0.093, 0.082, 0.110, 0.067, 0.060, -0.004, -0.094, -0.357, -0.304, 0.133, -0.425, 0.285, -0.309, -0.237, -0.084, 0.065, 0.075, 0.070, 0.087, 0.058, 0.100, 0.103, 0.054, 0.082, 0.073, -0.049, -0.667, -0.052, -0.045, -0.316, 0.064, 0.079, 0.057, 0.066, 0.088, 0.046, 0.087, 0.077, 0.075